(1)
Computed, not measured: 2 unconnected molecules or ions with the total composition C5H12O, with wB97M-V/def2-TZVPD.

Each line ends with the natural charge from an NBO analysis.
Element x y z (Å)
C 2.812 -0.780 -0.157  -0.654
C 1.764 -0.279 0.791  -0.170
C 1.453 1.006 0.963  -0.432
O -0.771 0.203 -1.022  -0.745
C -1.812 0.399 -0.089  -0.060
C -3.042 -0.274 -0.662  -0.621
H 2.396 -1.508 -0.862  0.226
H 3.615 -1.285 0.393  0.223
H 3.252 0.042 -0.729  0.214
H 1.222 -1.035 1.362  0.201
H 0.067 0.297 -0.552  0.485
H 0.679 1.320 1.659  0.207
H 1.951 1.790 0.395  0.200
H -2.005 1.473 0.077  0.151
H -1.562 -0.035 0.894  0.150
H -3.930 -0.099 -0.048  0.205
H -2.866 -1.351 -0.744  0.208
H -3.223 0.116 -1.669  0.213

## Properties
Orbital gap: 11.0 eV
Net charge: 0
Relative energy (zero: lowest compared OMol25 entry of this formula, charge and spin): 1.1836 eV
SMILES string: C=CC.CCO
Molar mass: 88.1 g mol⁻¹
LUMO level: 1.10 eV


(2)
Computed, not measured: a molecular structure, C31H76GaN10O11, with wB97M-V/def2-TZVPD.

Each line ends with the Löwdin charge.
Element x y z (Å)
N 2.804 -0.168 -1.258  -0.044
C 1.629 -1.029 -1.665  -0.294
C 0.516 -0.288 -2.613  -0.292
C -0.468 0.769 -1.813  -0.330
Ga -2.184 0.947 -3.025  0.304
C -3.482 -0.567 -2.474  -0.276
O -4.873 -0.091 -2.176  -0.304
O -5.065 -0.164 -0.868  -0.165
H 2.682 0.279 -0.324  0.015
H 3.085 0.515 -1.999  0.052
H 1.165 -1.477 -0.662  0.107
H 2.050 -1.971 -2.257  0.097
H 1.011 0.275 -3.541  0.092
H -0.217 -1.100 -3.093  0.086
H 0.017 1.838 -1.777  0.014
H -0.804 0.408 -0.750  0.023
H -1.814 0.702 -4.569  -0.094
H -2.778 2.427 -2.896  -0.105
H -3.521 -1.367 -3.357  0.061
H -3.067 -1.153 -1.521  0.054
H -5.153 -1.129 -0.594  0.114
C -2.564 -0.800 0.953  -0.283
O -1.547 -1.085 0.332  -0.037
N -2.659 -0.692 2.324  -0.183
C -3.901 -0.351 2.985  -0.079
C -1.479 -0.927 3.131  -0.045
H -3.518 -0.602 0.437  0.103
H -3.757 0.571 3.555  0.086
H -4.176 -1.164 3.663  0.082
H -4.705 -0.202 2.259  0.066
H -0.700 -0.217 2.838  0.095
H -1.118 -1.943 2.945  0.072
H -1.708 -0.806 4.193  0.087
C 0.325 -6.237 0.495  -0.344
O 1.364 -6.167 -0.150  -0.015
N -0.479 -5.170 0.832  -0.187
C -1.696 -5.336 1.599  -0.070
C -0.097 -3.839 0.405  -0.050
H -0.057 -7.201 0.868  0.111
H -2.540 -4.972 1.007  0.089
H -1.615 -4.752 2.521  0.085
H -1.862 -6.386 1.853  0.062
H -0.034 -3.820 -0.687  0.101
H 0.887 -3.602 0.820  0.076
H -0.828 -3.100 0.745  0.057
C 1.317 -3.379 4.365  -0.338
O 0.552 -3.457 5.318  -0.015
N 2.345 -2.470 4.237  -0.196
C 3.208 -2.442 3.076  -0.049
C 2.569 -1.510 5.299  -0.051
H 1.234 -4.062 3.504  0.122
H 4.240 -2.608 3.398  0.086
H 3.125 -1.462 2.597  0.079
H 2.927 -3.217 2.357  0.083
H 2.774 -2.048 6.228  0.087
H 1.665 -0.908 5.432  0.090
H 3.413 -0.858 5.057  0.083
C 3.093 2.175 1.392  -0.307
O 2.875 0.995 1.641  -0.014
N 4.134 2.920 1.904  -0.196
C 4.324 4.313 1.560  -0.068
C 5.068 2.290 2.814  -0.053
H 2.443 2.749 0.712  0.143
H 5.304 4.431 1.090  0.068
H 4.280 4.912 2.474  0.083
H 3.550 4.658 0.868  0.091
H 5.541 1.443 2.309  0.093
H 4.522 1.921 3.686  0.084
H 5.835 3.002 3.133  0.083
C 5.817 2.873 -2.434  -0.311
O 5.052 2.796 -1.481  0.004
N 6.845 3.783 -2.562  -0.206
C 7.708 3.810 -3.724  -0.068
C 7.069 4.743 -1.501  -0.059
H 5.734 2.191 -3.296  0.135
H 8.740 3.644 -3.402  0.085
H 7.625 4.790 -4.203  0.089
H 7.427 3.035 -4.442  0.086
H 7.274 4.204 -0.571  0.084
H 6.165 5.345 -1.368  0.091
H 7.913 5.395 -1.743  0.085
C 2.072 4.812 -6.187  -0.350
O 2.981 5.543 -5.815  -0.034
N 1.317 3.997 -5.370  -0.186
C 0.256 3.159 -5.888  -0.067
C 1.593 3.977 -3.948  -0.035
H 1.779 4.750 -7.248  0.120
H -0.685 3.445 -5.410  0.047
H 0.485 2.115 -5.655  0.079
H 0.157 3.272 -6.971  0.082
H 1.466 4.987 -3.547  0.090
H 2.630 3.664 -3.791  0.082
H 0.918 3.288 -3.433  0.081
C 0.558 -7.697 3.701  -0.288
O -0.479 -7.527 3.073  -0.013
N 1.193 -8.907 3.883  -0.203
C 2.421 -9.026 4.641  -0.067
C 0.615 -10.099 3.297  -0.050
H 1.081 -6.858 4.188  0.134
H 3.201 -9.431 3.991  0.089
H 2.253 -9.705 5.482  0.086
H 2.742 -8.053 5.024  0.086
H 0.550 -9.967 2.213  0.093
H -0.393 -10.239 3.696  0.091
H 1.227 -10.977 3.524  0.086
C -7.475 -1.392 3.408  -0.297
O -6.436 -1.322 2.764  -0.008
N -8.279 -0.325 3.745  -0.207
C -9.496 -0.490 4.513  -0.072
C -7.897 1.006 3.319  -0.042
H -7.857 -2.356 3.782  0.131
H -10.340 -0.126 3.920  0.087
H -9.415 0.093 5.434  0.086
H -9.662 -1.541 4.766  0.083
H -7.834 1.025 2.227  0.100
H -6.913 1.243 3.734  0.092
H -8.628 1.745 3.659  0.086
C -3.091 5.353 -5.171  -0.293
O -2.109 4.687 -4.868  -0.015
N -3.060 6.624 -5.706  -0.211
C -4.269 7.348 -6.038  -0.076
C -1.778 7.255 -5.943  -0.051
H -4.114 4.968 -5.031  0.137
H -4.258 7.581 -7.107  0.084
H -4.295 8.276 -5.460  0.084
H -5.159 6.756 -5.809  0.083
H -1.199 6.636 -6.635  0.090
H -1.236 7.327 -4.996  0.094
H -1.913 8.254 -6.368  0.083

## Properties
Orbital gap: 5.7 eV
Net charge: -1
Molar mass: 834.7 g mol⁻¹
LUMO level: 2.07 eV


(3)
Computed, not measured: a molecular structure, C38H31BrF6GeN3O2RuSSb, with wB97M-V/def2-TZVPD.

Each line ends with the Mulliken spin population.
Element x y z (Å)
Ru -0.493 0.201 1.055  3.604
S 0.845 0.300 3.206  0.121
C 2.038 -0.754 2.554  0.077
C 2.772 -1.645 3.352  -0.022
C 3.601 -2.585 2.795  0.034
C 3.689 -2.672 1.402  -0.007
C 3.016 -1.756 0.646  0.036
N 2.271 -0.765 1.200  -0.012
H 2.626 -1.582 4.420  -0.001
H 4.153 -3.269 3.426  0.003
H 4.284 -3.426 0.909  -0.001
H 3.041 -1.768 -0.431  -0.003
C 0.317 -3.261 2.158  0.019
O -0.740 -2.368 1.830  0.024
C -1.967 -2.613 2.373  0.024
C -2.265 -3.623 3.267  0.003
C -3.573 -3.744 3.734  0.002
Br -3.976 -5.133 4.954  0.000
C -4.566 -2.882 3.334  -0.001
C -4.260 -1.847 2.444  -0.020
C -2.961 -1.716 1.967  -0.035
O -2.589 -0.747 1.108  0.104
C -5.246 -0.883 1.968  0.000
N -4.936 0.018 1.070  0.003
C -6.078 0.768 0.861  0.000
C -6.297 1.848 0.009  -0.001
C -7.558 2.407 0.014  0.000
C -8.579 1.911 0.841  0.000
C -8.374 0.839 1.687  0.000
C -7.102 0.278 1.678  0.000
N -6.541 -0.780 2.378  0.000
H 0.570 -3.188 3.218  0.000
H 1.170 -2.958 1.556  -0.007
H 0.042 -4.287 1.905  0.002
H -1.510 -4.312 3.610  0.000
H -5.572 -3.014 3.707  0.000
H -3.412 -0.180 0.873  -0.016
H -5.502 2.216 -0.626  -0.001
H -7.769 3.248 -0.633  0.000
H -9.553 2.381 0.813  0.000
H -9.165 0.460 2.321  0.000
H -6.995 -1.343 3.073  0.000
F -1.440 0.300 -1.275  -0.006
Sb -1.926 2.166 -1.319  0.003
F -0.344 2.404 -0.262  0.024
F -0.993 2.327 -2.931  0.000
F -2.338 3.988 -1.244  0.000
F -3.560 1.740 -2.137  0.000
F -2.721 1.852 0.397  0.011
C 1.656 0.255 0.365  0.058
Ge 2.613 0.723 -1.285  0.050
C 4.529 0.334 -0.984  0.008
C 5.169 -0.749 -1.586  0.007
C 6.499 -1.041 -1.317  0.000
C 7.216 -0.251 -0.429  0.001
C 6.599 0.835 0.174  0.001
C 5.270 1.123 -0.105  -0.004
C 2.080 -0.265 -2.870  -0.005
C 2.867 -0.154 -4.020  -0.002
C 2.515 -0.815 -5.187  0.000
C 1.371 -1.602 -5.217  0.000
C 0.581 -1.720 -4.084  0.004
C 0.933 -1.051 -2.918  0.006
C 2.431 2.642 -1.538  -0.003
C 2.116 3.161 -2.790  0.006
C 1.995 4.531 -2.978  0.000
C 2.190 5.399 -1.915  0.000
C 2.504 4.894 -0.661  0.002
C 2.620 3.526 -0.476  0.006
H 1.695 1.182 0.955  -0.090
H 4.626 -1.375 -2.286  0.000
H 6.977 -1.882 -1.802  0.000
H 8.253 -0.475 -0.216  0.000
H 7.154 1.464 0.858  0.000
H 4.812 1.986 0.367  -0.005
H 3.765 0.455 -4.005  0.000
H 3.130 -0.716 -6.072  0.000
H 1.093 -2.117 -6.128  0.000
H -0.318 -2.322 -4.109  0.000
H 0.293 -1.124 -2.048  -0.004
H 1.934 2.494 -3.623  0.000
H 1.733 4.919 -3.954  0.000
H 2.087 6.467 -2.060  0.000
H 2.645 5.566 0.176  0.000
H 2.836 3.153 0.519  0.003

## Properties
Orbital gap (spin up / spin down): 7.1 / 7.8 eV
Net charge: 0
Relative energy (zero: lowest compared OMol25 entry of this formula, charge and spin): 0.6642 eV
2S+1: 5
Molar mass: 1083.1 g mol⁻¹
LUMO level (spin up / spin down): -0.12 / -0.59 eV


(4)
Computed, not measured: a molecular structure, C11H9N4O6PdSe4, with wB97M-V/def2-TZVPD.

Each line ends with the Mulliken spin population.
Element x y z (Å)
Pd 1.543 1.539 -1.068  1.218
Se 3.926 2.334 -1.271  0.783
Se 3.291 2.535 -3.405  0.316
Se 1.362 4.038 -3.497  0.235
Se -0.286 3.087 -2.357  0.987
O -0.441 3.967 1.811  0.047
C 0.204 3.098 1.282  -0.009
O 0.884 3.250 0.148  0.310
C 0.223 1.691 1.806  0.033
C 1.334 0.916 1.542  0.007
C 1.245 -0.457 1.644  -0.017
C 0.121 -1.081 2.126  -0.003
C -0.928 -0.267 2.502  0.009
C -0.916 1.104 2.331  -0.020
N -2.174 -0.912 2.990  -0.001
O -2.372 -2.065 2.643  0.001
O -2.913 -0.238 3.672  0.001
N 2.316 -1.282 1.047  -0.008
O 3.016 -0.741 0.198  0.007
O 2.392 -2.443 1.364  0.006
H 2.280 1.384 1.343  -0.001
H 0.050 -2.158 2.188  0.000
H -1.785 1.703 2.579  -0.001
C -2.455 -2.349 -1.298  0.000
N -1.240 -1.618 -1.690  -0.001
C -0.332 -1.992 -2.655  -0.002
C 0.645 -1.047 -2.654  0.003
N 0.336 -0.102 -1.695  0.110
C -0.803 -0.478 -1.138  -0.014
H -2.584 -3.195 -1.962  0.000
H -3.325 -1.702 -1.375  0.000
H -2.366 -2.709 -0.276  0.000
H -0.458 -2.878 -3.257  0.002
H 1.540 -0.994 -3.251  0.005
H -1.333 0.064 -0.368  0.000

## Properties
Orbital gap (spin up / spin down): 7.6 / 6.0 eV
Net charge: +1
2S+1: 5
Molar mass: 715.5 g mol⁻¹
LUMO level (spin up / spin down): -4.75 / -6.58 eV


(5)
Computed, not measured: C5H6N2O in the gas phase, with wB97M-V/def2-TZVPD.

Each line ends with the natural charge from an NBO analysis.
Element x y z (Å)
C -0.960 -0.673 -1.615  -0.837
C 1.364 0.175 1.873  -0.655
C -0.011 0.894 -1.459  0.755
C 0.444 0.285 0.714  0.290
N 0.792 0.840 -0.389  -0.469
C -0.824 -0.424 0.734  0.182
O -0.294 1.771 -2.200  -0.490
N -1.788 -0.523 1.395  -0.232
H -0.770 -0.701 -2.688  0.234
H -2.017 -0.431 -1.501  0.241
H -0.688 -1.699 -1.380  0.232
H 1.172 1.010 2.554  0.255
H 2.399 0.219 1.530  0.254
H 1.182 -0.744 2.431  0.241

## Properties
Orbital gap: 8.8 eV
Net charge: 0
Relative energy (zero: lowest compared OMol25 entry of this formula, charge and spin): 2.6791 eV
SMILES string: CC(=O)/N=C(/C)C#N
Molar mass: 110.1 g mol⁻¹
LUMO level: -1.07 eV


(6)
Computed, not measured: a molecular structure, C4H3N3O, with wB97M-V/def2-TZVPD.

Each line ends with the natural charge from an NBO analysis.
Element x y z (Å)
C -1.518 0.502 -0.234  0.577
C 0.508 0.104 0.213  0.231
C 1.953 0.154 0.075  -0.048
C 3.117 -0.164 -0.552  -0.169
H -3.540 0.549 -0.333  0.506
H 0.023 -1.625 1.352  0.417
H 4.227 -0.345 -0.637  0.262
N -1.590 -0.456 0.538  -0.354
N -0.364 -0.651 0.867  -0.315
N -0.218 0.794 -0.697  -0.458
O -2.597 1.137 -0.592  -0.649

## Properties
Orbital gap: 9.2 eV
Net charge: 0
Relative energy (zero: lowest compared OMol25 entry of this formula, charge and spin): 4.6416 eV
Molar mass: 109.1 g mol⁻¹
LUMO level: -0.02 eV


Copy entry 1 word for word.
Computed, not measured: 2 unconnected molecules or ions with the total composition C5H12O, with wB97M-V/def2-TZVPD.

Each line ends with the natural charge from an NBO analysis.
Element x y z (Å)
C 2.812 -0.780 -0.157  -0.654
C 1.764 -0.279 0.791  -0.170
C 1.453 1.006 0.963  -0.432
O -0.771 0.203 -1.022  -0.745
C -1.812 0.399 -0.089  -0.060
C -3.042 -0.274 -0.662  -0.621
H 2.396 -1.508 -0.862  0.226
H 3.615 -1.285 0.393  0.223
H 3.252 0.042 -0.729  0.214
H 1.222 -1.035 1.362  0.201
H 0.067 0.297 -0.552  0.485
H 0.679 1.320 1.659  0.207
H 1.951 1.790 0.395  0.200
H -2.005 1.473 0.077  0.151
H -1.562 -0.035 0.894  0.150
H -3.930 -0.099 -0.048  0.205
H -2.866 -1.351 -0.744  0.208
H -3.223 0.116 -1.669  0.213

## Properties
Orbital gap: 11.0 eV
Net charge: 0
Relative energy (zero: lowest compared OMol25 entry of this formula, charge and spin): 1.1836 eV
SMILES string: C=CC.CCO
Molar mass: 88.1 g mol⁻¹
LUMO level: 1.10 eV


> Which of these has the lowest net charge?

C31H76GaN10O11


> What is the molar mass in the fourth record?

715.5 g mol⁻¹


> Which of these has the highest net charge?

C11H9N4O6PdSe4